{"formula": "C4H9NOS", "method": "ωB97M-V/def2-TZVPD", "total_energy_ha": -685.71168, "orbital_gap_ev": 3.87, "charge": 0, "homo_ev": -7.75, "spin_multiplicity": 1, "relative_energy_ev": 8.361, "species": ["O", "C", "C", "C", "C", "S", "N", "H", "H", "H", "H", "H", "H", "H", "H", "H"], "coordinates": [[0.808, 2.160, 1.353], [0.572, 2.428, 0.136], [0.955, 1.770, -1.017], [-1.672, -0.419, 0.907], [-1.452, -1.659, 1.361], [0.809, -2.555, -1.175], [1.656, 0.507, -0.964], [-0.031, 3.308, -0.100], [0.665, 2.027, -2.014], [-1.698, 0.560, 1.469], [-1.748, -0.404, -0.297], [-0.550, -1.980, 0.908], [-1.970, -2.098, 2.198], [0.308, -3.637, -0.568], [1.285, -0.194, -0.334], [2.064, 0.188, -1.862]], "atomic_forces_ev_per_a": [[-0.2, 0.1, -3.7], [-1.0, 1.2, 4.9], [3.6, -7.0, -1.3], [-0.3, 1.6, -2.4], [-0.5, 1.2, 0.7], [0.4, 0.6, -0.4], [-2.3, 4.7, -1.6], [-0.2, 0.3, 0.2], [0.2, 0.9, -0.3], [-1.7, -1.3, -0.5], [1.6, 0.7, 2.6], [-0.2, -2.3, -1.3], [1.0, 0.2, 1.0], [-0.1, 0.2, 0.2], [0.4, -1.0, 0.9], [-0.8, -0.1, 0.9]], "nbo_charge": [-0.44, 0.25, 0.06, -0.42, -0.41, -0.61, -0.61, 0.14, 0.22, 0.21, 0.19, 0.23, 0.20, 0.13, 0.45, 0.42]}

---

{"formula": "C4H9NOS", "method": "ωB97M-V/def2-TZVPD", "total_energy_ha": -685.74675, "orbital_gap_ev": [7.86, 8.39], "charge": 0, "homo_ev": [-8.20, -9.26], "spin_multiplicity": 1, "relative_energy_ev": 7.407, "species": ["C", "C", "C", "C", "N", "O", "S", "H", "H", "H", "H", "H", "H", "H", "H", "H"], "coordinates": [[1.008, -1.869, 0.918], [-1.431, 1.088, -0.509], [-1.996, -0.255, -0.177], [-0.838, 0.245, 0.554], [2.329, 1.789, -0.188], [0.515, -0.975, -1.485], [0.755, -0.591, -0.106], [1.751, -2.504, 0.749], [1.081, -1.717, 2.020], [-1.076, 0.988, -1.528], [-1.991, 1.926, -0.147], [-2.889, -0.244, 0.317], [-1.958, -1.050, -0.982], [-0.645, 0.430, 1.536], [2.228, 1.428, -1.124], [3.158, 1.311, 0.151]], "atomic_forces_ev_per_a": [[-2.2, 1.9, 2.8], [-0.4, -0.4, -0.2], [0.0, -1.3, -1.5], [2.7, -2.1, -3.8], [-0.5, 0.0, 0.5], [0.0, -0.3, -1.3], [-0.7, 1.6, 1.6], [2.9, -2.9, -1.8], [-0.8, 0.6, -0.8], [0.6, 1.0, 0.3], [0.0, 0.5, -0.4], [-2.2, -0.2, 1.4], [0.5, 1.0, 1.2], [-0.3, 0.8, 2.6], [0.0, -0.1, -0.8], [0.3, -0.2, 0.2]], "nbo_charge": [-0.74, -0.43, -0.42, -0.36, -0.68, -0.95, 1.39, 0.20, 0.22, 0.25, 0.23, 0.21, 0.25, 0.24, 0.30, 0.30]}

---

{"formula": "C4H9NOS2", "method": "ωB97M-V/def2-TZVPD", "total_energy_ha": -1084.06240, "orbital_gap_ev": 8.51, "charge": 0, "homo_ev": -9.10, "spin_multiplicity": 1, "relative_energy_ev": 3.642, "species": ["C", "C", "C", "C", "N", "O", "S", "S", "H", "H", "H", "H", "H", "H", "H", "H", "H"], "coordinates": [[-0.520, -2.471, 1.542], [0.474, 2.353, -0.215], [0.876, 1.333, -1.280], [1.600, 0.049, -0.854], [-0.019, -2.129, 0.500], [-1.094, -3.055, 2.397], [-3.758, -0.665, 1.497], [2.963, -0.344, -1.741], [0.313, 3.247, -0.785], [-0.437, 2.033, 0.363], [1.292, 2.492, 0.430], [0.006, 0.881, -1.768], [1.384, 1.777, -2.071], [-2.473, -0.801, 1.177], [0.436, -1.311, 0.071], [-3.918, -1.708, 2.189], [2.874, -1.679, -1.452]], "atomic_forces_ev_per_a": [[-0.5, -1.2, -0.7], [-1.3, -1.4, -0.5], [0.4, -1.9, 1.0], [-1.1, 0.5, -0.2], [-0.4, 0.0, 0.8], [0.7, 1.1, -0.3], [-0.3, 2.6, -1.5], [-0.9, -0.5, 0.2], [-0.5, 0.7, 0.2], [0.9, 0.5, -0.6], [0.9, 0.4, 1.0], [-0.3, 0.0, 0.1], [1.1, 1.3, -1.4], [0.1, -0.4, 0.2], [0.3, 0.1, 0.3], [0.2, -2.2, 1.3], [0.6, 0.6, 0.1]], "nbo_charge": [0.83, -0.59, -0.53, -0.23, -0.79, -0.55, -0.27, 0.19, 0.22, 0.22, 0.21, 0.25, 0.18, 0.14, 0.44, 0.13, 0.14]}

---

{"formula": "C4H9NOS2", "method": "ωB97M-V/def2-TZVPD", "total_energy_ha": -1084.13757, "orbital_gap_ev": 8.82, "charge": 0, "homo_ev": -8.26, "spin_multiplicity": 1, "relative_energy_ev": 1.597, "species": ["C", "S", "S", "C", "C", "N", "C", "O", "H", "H", "H", "H", "H", "H", "H", "H", "H"], "coordinates": [[1.209, -2.299, 0.841], [-0.586, -2.590, 0.602], [-1.558, -1.051, -0.260], [-1.060, 0.457, 0.643], [-0.284, 1.406, -0.288], [1.041, 0.927, -0.706], [-1.053, 1.594, -1.593], [-2.237, 1.804, -1.643], [1.378, -2.611, 1.875], [1.701, -3.067, 0.249], [1.554, -1.269, 0.783], [-0.556, 0.141, 1.551], [-1.947, 1.048, 0.809], [-0.194, 2.348, 0.250], [1.775, 1.348, -0.146], [1.205, -0.060, -0.538], [-0.389, 1.875, -2.432]], "atomic_forces_ev_per_a": [[-0.5, -0.8, 0.5], [0.1, -0.4, 1.0], [0.2, 0.6, -0.8], [-0.3, 0.3, -0.9], [0.9, -2.3, -0.1], [0.9, 0.3, 0.7], [-0.3, 2.5, 0.5], [-0.1, -0.7, -0.1], [-0.1, 0.2, 0.0], [0.5, 0.6, -0.4], [0.0, -0.3, -0.4], [0.1, 0.4, 0.1], [-0.6, -0.3, 0.7], [0.0, 0.3, -0.3], [-0.1, 0.3, -0.1], [-0.7, 0.0, -0.4], [0.0, -0.7, -0.2]], "nbo_charge": [-0.75, 0.06, 0.10, -0.55, -0.18, -0.84, 0.44, -0.52, 0.23, 0.23, 0.22, 0.23, 0.24, 0.22, 0.36, 0.36, 0.13]}

---

{"formula": "C4H9NOSi", "method": "ωB97M-V/def2-TZVPD", "total_energy_ha": -577.13626, "orbital_gap_ev": 10.57, "charge": 0, "homo_ev": -9.66, "spin_multiplicity": 1, "relative_energy_ev": 5.933, "species": ["C", "N", "O", "C", "C", "C", "Si", "H", "H", "H", "H", "H", "H", "H", "H", "H"], "coordinates": [[-2.257, 1.261, -0.597], [-2.464, 0.823, 0.547], [-2.354, -0.488, 0.953], [-1.528, -1.308, 0.126], [-0.187, -0.790, -0.013], [0.468, 0.024, 0.789], [2.245, 0.349, 0.535], [-2.509, 2.304, -0.723], [-1.857, 0.467, -1.309], [-2.048, -1.485, -0.804], [-1.483, -2.423, 0.641], [0.317, -1.300, -0.876], [-0.082, 0.564, 1.643], [2.585, 0.153, -0.922], [2.935, -0.584, 1.381], [2.415, 1.752, 0.845]], "atomic_forces_ev_per_a": [[1.1, -2.7, -1.5], [-1.8, 0.9, 2.9], [0.7, -0.1, -0.4], [-1.7, -2.6, 1.7], [1.5, -1.3, -1.3], [-1.1, 1.1, 1.3], [-0.4, 0.3, -1.2], [0.3, 0.0, -0.5], [-0.5, 2.0, -0.2], [0.0, -0.1, -0.6], [-0.2, 2.8, -1.0], [0.0, 0.6, 0.8], [0.7, -1.1, -1.3], [0.0, -0.1, 0.5], [0.8, -0.3, 0.5], [0.5, 0.5, 0.3]], "nbo_charge": [-0.18, -0.11, -0.36, -0.15, -0.21, -0.64, 0.90, 0.22, 0.17, 0.19, 0.23, 0.20, 0.25, -0.16, -0.16, -0.17]}

---

{"formula": "C4H9NS", "method": "ωB97M-V/def2-TZVPD", "total_energy_ha": -610.52465, "orbital_gap_ev": 9.54, "charge": 0, "homo_ev": -9.07, "spin_multiplicity": 1, "relative_energy_ev": 6.233, "species": ["C", "C", "C", "C", "H", "H", "H", "H", "H", "H", "H", "H", "H", "N", "S"], "coordinates": [[1.039, -0.499, 0.154], [0.017, 0.422, -0.429], [-1.240, -0.046, 0.372], [-2.377, -0.474, -0.245], [2.813, 0.230, -1.124], [3.094, 0.098, 1.001], [0.569, -1.425, -0.453], [0.983, -0.899, 1.420], [-0.037, 0.240, -1.480], [-1.372, 2.591, 0.278], [-1.004, -0.080, 1.449], [-2.023, -0.886, -1.245], [-3.214, -0.947, 0.432], [2.596, -0.412, -0.121], [0.155, 2.087, -0.008]], "atomic_forces_ev_per_a": [[2.2, -4.3, 1.1], [-2.1, -1.0, 2.6], [-0.7, -0.4, -1.1], [1.8, -1.9, 1.6], [-0.8, -1.9, 4.3], [-1.9, -1.4, -5.1], [2.0, 1.0, 1.6], [-0.2, 1.8, -4.0], [-0.3, 0.0, -0.8], [3.4, -1.5, -0.8], [-0.7, 0.6, -0.5], [-1.8, 0.9, 0.7], [1.6, 1.1, -1.9], [-0.2, 3.3, 1.2], [-2.2, 3.9, 1.1]], "nbo_charge": [-0.21, -0.50, -0.13, -0.47, 0.37, 0.37, 0.20, 0.21, 0.22, 0.17, 0.21, 0.21, 0.22, -0.88, -0.01]}

---

{"formula": "C4H9NS", "method": "ωB97M-V/def2-TZVPD", "total_energy_ha": -610.54561, "orbital_gap_ev": 7.54, "charge": 0, "homo_ev": -8.84, "spin_multiplicity": 1, "relative_energy_ev": 5.662, "species": ["C", "C", "C", "C", "H", "H", "H", "H", "H", "H", "H", "H", "H", "N", "S"], "coordinates": [[0.170, -0.918, 1.427], [0.695, -0.529, 0.140], [-0.169, 0.499, -0.550], [-1.353, 0.370, -1.364], [1.436, 1.961, 1.888], [-0.941, -1.351, 1.468], [0.794, -1.748, 1.873], [1.783, -0.127, 0.177], [0.940, -1.493, -0.394], [-0.218, 1.566, -0.053], [-1.846, -0.597, -1.604], [-1.983, 1.081, -1.353], [0.466, 0.094, -2.405], [0.008, 0.809, -1.912], [0.219, 0.382, 2.662]], "atomic_forces_ev_per_a": [[-1.1, -2.4, 3.3], [2.1, -0.1, -2.5], [1.1, 2.9, 2.3], [3.8, -5.8, -1.3], [-2.0, -2.9, 1.1], [2.2, 1.2, -0.5], [-0.6, 0.7, -0.6], [-1.8, -0.2, 0.5], [-1.0, 0.9, -0.4], [0.4, -2.5, 0.0], [1.0, 0.4, 0.0], [-4.4, 5.1, 0.2], [0.5, -1.4, -0.8], [-1.7, 0.9, -0.9], [1.5, 3.1, -0.3]], "nbo_charge": [-0.56, -0.45, -0.09, -0.25, 0.09, 0.24, 0.22, 0.23, 0.23, 0.20, 0.19, 0.18, 0.34, -0.58, 0.01]}

---

{"formula": "C4H9NS", "method": "ωB97M-V/def2-TZVPD", "total_energy_ha": -610.48923, "orbital_gap_ev": [8.65, 7.18], "charge": 0, "homo_ev": [-9.24, -8.14], "spin_multiplicity": 1, "relative_energy_ev": 7.196, "species": ["C", "C", "C", "C", "N", "S", "H", "H", "H", "H", "H", "H", "H", "H", "H"], "coordinates": [[1.556, -2.195, -2.253], [0.703, 1.138, 2.411], [0.489, 0.789, 3.671], [-1.834, 0.350, -2.073], [-0.567, -0.017, -2.097], [-0.118, -1.189, -1.070], [2.072, -1.455, -2.745], [2.174, -2.761, -1.653], [1.005, 0.488, 1.621], [0.689, 2.280, 2.133], [0.269, 1.422, 4.449], [0.431, -0.232, 3.883], [-2.427, -0.118, -1.229], [-2.388, -0.003, -2.915], [-2.052, 1.504, -2.133]], "atomic_forces_ev_per_a": [[-4.4, 1.6, 2.0], [0.2, 3.5, 0.2], [0.1, -0.8, -2.4], [-5.7, 2.4, 1.7], [5.2, -1.7, 0.2], [2.5, -1.1, -2.7], [0.7, 1.9, -1.6], [0.9, -1.6, 1.6], [-0.2, -0.6, -0.3], [0.1, -2.3, 0.5], [-0.5, 1.7, 1.5], [0.2, -1.6, 0.5], [0.3, 0.9, -0.4], [-0.3, -0.4, -1.3], [0.8, -1.9, 0.4]], "nbo_charge": [-0.27, -0.37, -0.38, -0.46, -0.58, 0.44, 0.14, 0.13, 0.20, 0.19, 0.19, 0.18, 0.16, 0.22, 0.21]}